{"formula": "C11H19IN3O3P2", "method": "ωB97M-V/def2-TZVPD", "charge": 1, "e_tot_ha": -1800.6778, "relative_energy_ev": 0.203, "e_lumo_ev": -4.8, "gap_ev": 7.3389, "homo_energy_ev": -12.1046, "elements": ["I", "P", "P", "O", "O", "O", "N", "N", "N", "C", "C", "C", "C", "C", "C", "C", "C", "C", "C", "C", "H", "H", "H", "H", "H", "H", "H", "H", "H", "H", "H", "H", "H", "H", "H", "H", "H", "H", "H"], "positions_angstrom": [[0.200, -4.802, -1.964], [4.371, -1.232, -2.825], [-1.687, -2.095, -0.535], [4.529, 0.385, -2.863], [5.248, -1.648, -1.531], [-3.266, 0.495, 1.980], [2.039, -2.565, -2.187], [-2.498, -3.172, -1.319], [-1.256, 1.543, 1.575], [-3.213, 1.816, 0.032], [1.935, -0.325, -1.525], [-0.039, 0.676, -0.419], [-2.614, 1.199, 1.269], [0.628, -0.523, -1.043], [0.798, -2.821, -1.735], [-0.240, 3.042, 3.241], [0.039, -1.803, -1.152], [2.631, -1.362, -2.109], [-1.058, 1.768, 3.024], [-0.313, 0.541, 1.081], [-2.010, 1.843, 3.534], [-2.798, -3.902, -0.682], [-2.885, 2.846, -0.057], [-0.379, 3.434, 4.240], [-1.536, -2.287, 0.847], [-4.291, 1.795, 0.124], [-2.240, -0.820, -0.693], [-0.927, 0.933, -0.989], [-0.629, -0.464, 1.373], [0.815, 2.841, 3.064], [-0.556, 3.769, 2.501], [0.640, 1.514, -0.535], [2.564, -3.322, -2.621], [-0.536, 0.925, 3.479], [4.733, -1.681, -0.714], [0.626, 0.730, 1.594], [-2.944, 1.258, -0.860], [3.727, 0.823, -3.175], [2.391, 0.646, -1.422]], "nbo_charge": [0.35, 1.39, 1.33, -0.97, -0.95, -0.54, -0.49, -1.27, -0.53, -0.72, -0.26, -0.47, 0.72, 0.17, 0.14, -0.61, -0.45, -0.09, -0.22, -0.20, 0.23, 0.39, 0.24, 0.23, -0.03, 0.26, -0.06, 0.25, 0.17, 0.20, 0.22, 0.23, 0.45, 0.18, 0.50, 0.22, 0.22, 0.50, 0.25]}

=====

{"formula": "C4H9NO2", "method": "ωB97M-V/def2-TZVPD", "e_tot_ha": -363.0639, "relative_energy_ev": 0.589, "smiles": "NC(=O)CCCO", "e_lumo_ev": 0.7, "gap_ev": 10.2028, "homo_energy_ev": -9.5410, "elements": ["O", "O", "N", "C", "C", "C", "C", "H", "H", "H", "H", "H", "H", "H", "H", "H"], "positions_angstrom": [[-0.194, -1.818, 0.811], [-0.116, 2.999, -0.209], [-0.034, 1.576, 1.557], [-0.586, 0.664, -0.601], [0.613, -0.288, -0.791], [0.226, -1.733, -0.545], [-0.230, 1.872, 0.240], [1.035, -0.181, -1.799], [-1.391, 0.129, -0.086], [0.305, 2.308, 2.160], [-0.042, 0.621, 1.886], [1.418, -0.048, -0.086], [-0.534, -2.706, 0.973], [-0.590, -2.029, -1.221], [-0.965, 1.031, -1.557], [1.085, -2.396, -0.732]], "nbo_charge": [-0.74, -0.61, -0.84, -0.51, -0.42, -0.06, 0.68, 0.22, 0.23, 0.40, 0.41, 0.21, 0.48, 0.16, 0.23, 0.17]}

=====

{"formula": "C4H10N", "method": "ωB97M-V/def2-TZVPD", "charge": 1, "e_tot_ha": -212.7149, "relative_energy_ev": 5.590, "e_lumo_ev": -5.6, "gap_ev": 5.3154, "homo_energy_ev": -10.9612, "elements": ["N", "C", "C", "C", "C", "H", "H", "H", "H", "H", "H", "H", "H", "H", "H"], "positions_angstrom": [[1.384, -1.014, -0.332], [0.004, -0.465, 0.042], [-0.924, -0.871, -1.009], [-0.715, 1.522, 1.300], [-0.036, 1.030, 0.153], [0.899, 1.586, -0.105], [-0.660, -1.339, -1.933], [1.546, -0.814, -1.323], [-0.889, 2.587, 1.420], [1.386, -2.025, -0.183], [-1.970, -0.733, -0.759], [-0.275, -0.933, 0.997], [2.159, -0.638, 0.224], [-1.068, 0.814, 2.050], [-0.598, 1.412, -0.761]], "nbo_charge": [-0.67, -0.10, -0.53, -0.21, -0.57, 0.31, 0.22, 0.44, 0.23, 0.45, 0.23, 0.23, 0.44, 0.21, 0.32]}